No. 1
17
Properties=species:S:1:pos:R:3 method="wB97M-V/def2-TZVPD" homo_lumo_gap_ev=8.66 total_charge=0 de_lowest_kcal_mol=57.71
C -0.290 -1.875 -1.783
C -0.322 -0.503 1.215
C 1.012 -0.510 0.384
C 0.644 -0.466 -1.073
N -0.634 1.195 -1.488
O -1.146 -1.559 -2.562
O 0.195 -2.840 -1.270
O 1.899 0.506 0.743
Br 2.143 0.031 -2.058
H -0.708 0.597 1.483
H -0.233 -1.119 2.091
H -1.254 -0.868 0.646
H 1.544 -1.459 0.402
H -0.400 2.149 -1.933
H -1.107 1.340 -0.531
H -1.150 0.579 -2.095
H 1.515 1.323 0.515

---

No. 2
41
Properties=species:S:1:pos:R:3 method="wB97M-V/def2-TZVPD" homo_lumo_gap_ev=6.90 total_charge=+1 de_lowest_kcal_mol=14.79
F -1.574 3.956 2.817
C -1.078 3.618 1.578
C -1.502 4.370 0.488
C -0.974 4.014 -0.755
F -1.295 4.782 -1.853
C -0.174 2.895 -0.942
C 0.157 2.064 0.174
C 0.655 0.704 -0.064
C 1.730 0.088 0.735
C 2.771 -0.644 0.092
C 3.623 -1.479 0.814
C 3.459 -1.641 2.201
C 2.488 -0.867 2.829
F 2.353 -0.974 4.190
C 1.633 -0.009 2.145
C -0.239 2.512 1.466
H -2.150 5.236 0.595
H 0.175 2.607 -1.939
H 0.602 0.390 -1.118
H 2.866 -0.577 -1.005
H 4.384 -2.062 0.293
H 4.090 -2.311 2.777
H 0.855 0.509 2.696
H 0.014 1.965 2.367
C -0.068 -2.148 -1.714
C -1.231 -1.765 -2.657
C -2.406 -1.503 -1.683
C -2.113 -2.602 -0.613
C -0.687 -2.098 -0.289
C -1.009 -0.631 -0.010
C -2.014 -0.271 -0.892
H 0.246 -3.175 -1.959
H 0.802 -1.496 -1.838
H -1.021 -0.895 -3.295
H -1.477 -2.614 -3.311
H -3.404 -1.543 -2.145
H -2.779 -2.565 0.259
H -2.142 -3.620 -1.019
H -0.090 -2.635 0.463
H -0.944 -0.270 1.077
H -2.531 0.686 -0.954

---

No. 3
8
Properties=species:S:1:pos:R:3 method="wB97M-V/def2-TZVPD" homo_lumo_gap_ev=9.21 total_charge=0 smiles=Oc1conp1 de_lowest_kcal_mol=85.13
O 1.571 -0.738 0.832
C 0.376 -0.250 0.448
C 0.211 0.780 -0.422
O -1.058 1.095 -0.827
N -2.034 0.283 -0.420
P -1.636 -1.015 0.442
H 1.740 -1.650 0.871
H 0.830 1.496 -0.924

---

No. 4
88
Properties=species:S:1:pos:R:3 method="wB97M-V/def2-TZVPD" homo_lumo_gap_ev=5.74 total_charge=-2 de_lowest_kcal_mol=5.00
K 0.522 -1.545 0.228
C -0.817 -1.542 -3.625
C 0.676 -1.452 -3.491
C 1.402 -0.509 -4.263
C 2.753 -0.447 -4.128
C 3.418 -1.315 -3.231
C 4.823 -1.286 -3.078
C 5.403 -2.141 -2.179
C 4.625 -3.032 -1.425
C 3.237 -3.113 -1.525
S 2.343 -4.225 -0.545
C 2.619 -2.211 -2.478
N 1.265 -2.248 -2.631
H -1.143 -1.188 -4.606
H -1.289 -0.923 -2.855
H -1.141 -2.572 -3.486
H 0.871 0.152 -4.936
H 3.338 0.272 -4.693
H 5.410 -0.587 -3.665
H 6.479 -2.135 -2.039
H 5.111 -3.700 -0.724
C -3.844 -1.141 5.247
Se -2.032 -1.002 4.524
C -2.565 -0.878 2.649
C -3.646 0.144 2.367
Se -3.189 1.906 3.099
C -4.403 2.869 1.913
H -3.745 -1.355 6.311
H -4.395 -1.955 4.774
H -4.383 -0.202 5.126
H -2.884 -1.865 2.308
H -1.634 -0.622 2.147
H -4.607 -0.161 2.785
H -3.761 0.281 1.290
H -4.219 2.559 0.883
H -4.195 3.933 2.028
H -5.441 2.677 2.184
N 3.264 -1.213 1.412
C 2.710 -1.827 2.629
C 1.695 -0.831 3.227
O 2.182 0.113 3.885
O 0.488 -1.037 2.938
H 3.878 -1.856 0.923
H 3.791 -0.388 1.676
H 3.478 -2.052 3.380
H 2.217 -2.754 2.338
O -3.258 1.142 -0.827
C -2.012 1.141 -0.711
O -1.224 0.202 -0.990
C -1.350 2.422 -0.166
P 0.220 1.972 0.694
C 1.487 2.454 -0.572
C 1.426 3.609 -1.351
C 2.417 3.905 -2.273
C 3.498 3.045 -2.436
C 3.576 1.894 -1.668
C 2.576 1.603 -0.745
C 0.416 3.382 1.865
C -0.055 4.678 1.652
C 0.121 5.664 2.611
C 0.770 5.367 3.803
C 1.231 4.078 4.030
C 1.049 3.086 3.072
H -2.021 2.912 0.538
H -1.193 3.099 -1.009
H 0.593 4.293 -1.236
H 2.347 4.809 -2.869
H 4.271 3.271 -3.163
H 4.400 1.203 -1.793
H 2.658 0.699 -0.152
H -0.578 4.917 0.732
H -0.256 6.665 2.432
H 0.903 6.135 4.557
H 1.720 3.828 4.964
H 1.381 2.070 3.282
N -4.376 -4.792 -3.323
C -3.499 -4.221 -2.393
C -3.777 -2.992 -1.806
C -2.859 -2.446 -0.923
N -1.714 -3.043 -0.592
C -1.437 -4.206 -1.180
C -2.290 -4.833 -2.075
H -5.333 -4.494 -3.217
H -4.302 -5.794 -3.394
H -4.681 -2.445 -2.049
H -3.040 -1.463 -0.501
H -0.467 -4.637 -0.950
H -2.002 -5.772 -2.533

---

No. 5
62
Properties=species:S:1:pos:R:3 method="wB97M-V/def2-TZVPD" multiplicity=3 homo_lumo_gap_ev="3.15 / 4.28" total_charge=-2 s2=2.01
Ni -0.027 0.070 -0.332
C -2.401 -2.540 -0.893
N -1.375 -2.264 0.089
C -0.346 -3.298 0.076
C -1.823 -1.966 1.411
C -3.052 -2.384 1.890
C -3.498 -2.032 3.167
C -2.685 -1.238 3.956
C -1.443 -0.817 3.496
C -0.954 -1.176 2.226
N 0.196 -0.731 1.650
C 1.348 -0.481 2.297
C 1.634 -0.725 3.668
C 2.861 -0.412 4.232
C 3.881 0.147 3.475
C 3.655 0.325 2.107
C 2.446 0.015 1.519
N 2.285 0.054 0.078
C 2.821 1.255 -0.553
C 2.913 -1.133 -0.505
H -2.838 -3.550 -0.783
H -3.200 -1.803 -0.816
H -1.951 -2.464 -1.884
H -0.776 -4.289 0.307
H 0.119 -3.333 -0.912
H 0.412 -3.058 0.820
H -3.692 -2.990 1.260
H -4.469 -2.363 3.517
H -3.029 -0.918 4.935
H -0.863 -0.128 4.096
H 0.878 -1.185 4.288
H 3.021 -0.608 5.288
H 4.832 0.418 3.917
H 4.462 0.701 1.486
H 3.923 1.241 -0.608
H 2.422 1.320 -1.567
H 2.504 2.132 0.006
H 4.012 -1.099 -0.396
H 2.545 -2.027 0.000
H 2.660 -1.197 -1.564
F -0.649 1.014 -8.270
C -0.455 0.647 -6.987
C -0.989 -0.530 -6.498
F -1.710 -1.314 -7.319
C -0.789 -0.891 -5.185
F -1.348 -2.041 -4.794
C -0.030 -0.128 -4.276
S 0.252 -0.653 -2.662
C 0.471 1.065 -4.818
F 1.207 1.883 -4.062
C 0.277 1.441 -6.129
F 0.800 2.588 -6.594
C -3.054 1.167 0.435
O -2.166 2.243 0.337
C -0.831 1.913 -0.067
C -0.098 3.238 -0.112
H -3.403 1.054 1.469
H -2.555 0.247 0.124
H -3.923 1.341 -0.217
H -0.809 4.077 -0.067
H 0.500 3.338 -1.029
H 0.598 3.351 0.742

---

No. 6
155
Properties=species:S:1:pos:R:3 method="wB97M-V/def2-TZVPD" homo_lumo_gap_ev=11.00 total_charge=0 smiles="CCOC(=O)C(F)(F)F.CCOC(=O)C(F)(F)F.CCOC(=O)C(F)(F)F.CCOC(=O)C(F)(F)F.CCOC(=O)C(F)(F)F.CCOC(=O)C(F)(F)F.CCOC(=O)C(F)(F)F.CCOC(=O)C(F)(F)F.CCOC(=O)C(F)(F)F.CCOC(=O)C(F)(F)F.CCOC(=O)OC" de_lowest_kcal_mol=0.00
C -2.738 8.546 3.590
C -2.831 7.165 3.069
O -1.522 6.818 2.533
C -1.310 5.624 2.140
O -2.110 4.713 2.217
C 0.162 5.434 1.609
F 1.195 6.034 2.224
F 0.436 4.147 1.596
F 0.072 5.949 0.348
H -1.814 8.623 4.209
H -3.467 8.786 4.362
H -2.753 9.319 2.790
H -3.556 7.103 2.271
H -2.990 6.509 3.896
C -7.806 -0.131 -2.161
C -6.318 0.018 -1.864
O -5.841 0.940 -2.930
C -4.512 1.132 -3.067
O -3.646 0.688 -2.373
C -4.251 2.142 -4.219
F -2.964 2.468 -4.253
F -4.668 1.675 -5.361
F -4.936 3.250 -3.839
H -8.277 0.793 -2.434
H -8.354 -0.498 -1.308
H -7.965 -0.794 -3.009
H -5.648 -0.848 -1.913
H -6.220 0.527 -0.944
C 8.808 -2.824 1.236
C 8.194 -1.443 1.276
O 7.118 -1.416 2.385
C 6.027 -2.085 2.151
O 5.691 -2.589 1.139
C 5.099 -2.046 3.368
F 4.085 -2.993 3.202
F 5.702 -2.255 4.551
F 4.404 -0.864 3.374
H 8.007 -3.490 0.935
H 9.296 -3.099 2.159
H 9.600 -2.994 0.554
H 7.638 -1.106 0.384
H 8.909 -0.733 1.603
C 5.255 -3.754 -2.208
C 4.480 -4.801 -1.486
O 5.506 -5.395 -0.507
C 5.070 -6.531 0.075
O 4.203 -7.292 -0.225
C 6.043 -6.876 1.281
F 5.292 -7.389 2.261
F 6.948 -7.692 0.843
F 6.622 -5.790 1.858
H 5.658 -2.990 -1.625
H 4.707 -3.212 -2.983
H 6.127 -4.237 -2.713
H 4.115 -5.607 -2.134
H 3.654 -4.369 -0.864
C -1.432 -2.204 -1.753
C -1.261 -3.471 -0.938
O -0.078 -4.252 -1.381
C -0.232 -4.723 -2.620
O -1.193 -4.747 -3.336
C 1.068 -5.369 -3.050
F 0.917 -5.928 -4.238
F 2.115 -4.533 -3.222
F 1.489 -6.294 -2.166
H -2.380 -1.729 -1.666
H -1.439 -2.497 -2.827
H -0.546 -1.538 -1.676
H -2.145 -4.158 -0.976
H -1.014 -3.321 0.137
C -3.124 4.757 -1.046
C -4.399 3.982 -0.878
O -4.504 3.480 0.490
C -4.888 4.369 1.354
O -5.116 5.501 1.137
C -5.148 3.619 2.706
F -3.945 3.090 3.097
F -5.685 4.424 3.566
F -6.000 2.536 2.459
H -3.064 4.994 -2.117
H -2.324 4.094 -0.750
H -3.173 5.704 -0.505
H -4.310 3.039 -1.438
H -5.319 4.515 -1.101
C -0.781 0.063 4.333
C -0.946 1.327 3.536
O -1.672 2.249 4.395
C -1.211 3.382 4.726
O -0.161 3.848 4.455
C -2.097 4.114 5.695
F -1.542 5.260 6.182
F -3.304 4.467 5.204
F -2.288 3.301 6.763
H -0.305 0.389 5.301
H -0.029 -0.618 4.006
H -1.724 -0.497 4.404
H -1.647 1.332 2.674
H 0.040 1.752 3.163
C -2.129 -4.090 3.551
C -3.552 -4.151 3.177
O -4.129 -2.807 3.019
C -3.908 -2.294 1.834
O -3.385 -2.803 0.890
C -4.622 -0.944 1.750
F -5.993 -1.080 1.968
F -4.218 -0.107 2.749
F -4.488 -0.316 0.581
H -2.139 -3.776 4.592
H -1.606 -3.514 2.796
H -1.819 -5.141 3.422
H -4.185 -4.554 3.952
H -3.713 -4.581 2.165
C 2.704 -2.287 -7.130
C 2.987 -1.568 -5.836
O 1.995 -0.449 -5.664
C 1.345 -0.531 -4.553
O 1.503 -1.123 -3.548
C 0.060 0.281 -4.727
F -0.574 0.392 -3.569
F 0.350 1.613 -5.017
F -0.747 -0.254 -5.666
H 2.691 -1.524 -7.921
H 1.713 -2.807 -7.168
H 3.515 -2.978 -7.240
H 3.927 -1.111 -5.838
H 2.859 -2.222 -4.987
C 4.352 0.620 -2.119
C 3.341 1.268 -1.140
O 2.463 2.111 -1.975
C 2.068 3.314 -1.531
O 2.596 3.962 -0.676
C 0.931 3.977 -2.434
F 1.220 3.829 -3.721
F -0.243 3.423 -2.160
F 0.919 5.244 -2.142
H 3.896 -0.256 -2.659
H 5.205 0.188 -1.627
H 4.596 1.436 -2.802
H 3.834 1.943 -0.415
H 2.644 0.571 -0.632
C 2.234 -2.509 0.573
C 1.289 -1.756 1.492
O 1.048 -0.517 0.855
C -0.194 -0.162 0.705
O -1.162 -0.823 1.147
O -0.335 0.942 0.053
C -1.702 1.415 -0.126
H 2.248 -3.576 0.914
H 3.313 -2.274 0.660
H 1.991 -2.308 -0.499
H 1.727 -1.484 2.420
H 0.389 -2.277 1.707
H -1.648 1.722 -1.187
H -1.905 2.146 0.644
H -2.387 0.590 -0.078

---

No. 7
16
Properties=species:S:1:pos:R:3 method="wB97M-V/def2-TZVPD" homo_lumo_gap_ev=9.48 total_charge=0 smiles=NC[C@@H](N)CS de_lowest_kcal_mol=23.62
N 2.299 0.344 0.810
C 1.265 0.675 -0.169
C -0.064 -0.241 0.084
N -0.768 0.206 1.332
C -0.933 -0.209 -1.199
S -2.167 -1.511 -1.284
H 2.634 -0.662 0.741
H 2.202 0.552 1.826
H 1.460 0.365 -1.241
H 1.068 1.802 -0.201
H 0.056 -1.298 0.169
H -1.256 1.099 1.141
H -1.423 -0.506 1.634
H -0.254 -0.222 -2.138
H -1.341 0.725 -1.333
H -2.778 -1.120 -0.172

---

No. 8
53
Properties=species:S:1:pos:R:3 method="wB97M-V/def2-TZVPD" homo_lumo_gap_ev=6.83 total_charge=0 de_lowest_kcal_mol=2.87
C 3.543 -2.196 -6.117
C 3.019 -1.593 -4.850
C 2.137 -2.310 -4.043
C 1.672 -1.753 -2.871
C 2.073 -0.484 -2.485
S 1.303 0.023 -0.950
O 1.593 -0.976 0.049
O 1.574 1.392 -0.589
N -0.288 -0.127 -1.439
C -1.254 0.000 -0.592
C -1.058 0.309 0.784
C -2.075 0.310 1.689
N -1.980 0.516 3.023
C -0.877 0.593 3.861
C 0.347 -0.020 3.582
C 1.395 0.091 4.479
C 1.252 0.791 5.664
C 0.024 1.375 5.963
C -0.204 2.115 7.225
O -1.253 2.619 7.543
O 0.882 2.178 8.010
C -1.033 1.272 5.068
C -3.489 0.125 1.249
O -4.396 0.212 2.060
C -3.702 -0.147 -0.177
C -5.002 -0.343 -0.642
C -5.235 -0.606 -1.979
C -4.169 -0.675 -2.864
C -2.874 -0.481 -2.414
C -2.625 -0.214 -1.072
C 2.953 0.254 -3.262
C 3.443 1.615 -2.881
C 3.410 -0.328 -4.445
H 4.000 -1.440 -6.750
H 4.295 -2.949 -5.885
H 2.742 -2.684 -6.669
H 1.822 -3.299 -4.339
H 0.991 -2.285 -2.226
H -0.048 0.536 1.079
H -2.891 0.642 3.464
H 0.484 -0.605 2.688
H 2.335 -0.385 4.245
H 2.071 0.880 6.359
H 0.673 2.674 8.817
H -1.976 1.734 5.324
H -5.814 -0.287 0.067
H -6.244 -0.758 -2.332
H -4.349 -0.881 -3.909
H -2.031 -0.528 -3.086
H 2.845 2.031 -2.077
H 4.477 1.549 -2.543
H 3.415 2.280 -3.742
H 4.096 0.236 -5.062